The following is a DFT calculation (ωB97M-V with the def2-TZVPD basis set) of C19H13BrN2O2S3SbV as an isolated structure in a non-equilibrium geometry.

Each line ends with the Löwdin spin population.
Cartesian coordinates (Å):
Sb (-2.214, 2.581, -1.358)  0.137
Br (1.509, -2.410, -2.744)  0.002
V (-0.027, 0.301, 0.021)  1.656
S (-4.077, 1.287, -1.899)  0.761
S (-0.409, 1.207, -2.159)  0.093
S (-1.592, 1.704, 0.823)  0.024
O (3.288, -0.730, 0.919)  -0.004
O (1.585, -0.250, -0.434)  0.032
N (-0.328, -1.355, 2.275)  0.177
N (0.177, -0.250, 1.848)  0.007
C (0.598, 0.437, 4.169)  -0.005
C (1.389, -5.270, 0.209)  0.000
C (-2.456, -3.778, 0.556)  0.000
C (-1.961, -1.936, -0.933)  0.004
C (2.188, -3.286, 1.283)  0.000
C (2.036, -2.556, 0.106)  0.001
C (1.812, 2.471, 4.590)  -0.006
C (2.008, 2.628, 3.225)  0.002
C (1.275, -4.578, -0.983)  0.001
C (0.763, 0.609, 2.792)  0.007
C (1.855, -4.626, 1.344)  0.000
C (-2.608, -3.138, -0.676)  0.033
C (-1.684, -3.210, 1.545)  0.029
C (2.362, -1.079, 0.217)  0.007
C (-1.037, -1.993, 1.287)  0.008
C (1.494, 1.708, 2.332)  0.000
C (1.592, -3.228, -1.036)  0.001
C (1.115, 1.364, 5.055)  0.002
C (-1.144, -1.353, 0.029)  0.021
H (2.570, 3.476, 2.854)  0.000
H (-1.582, -3.667, 2.523)  0.001
H (0.937, -5.077, -1.881)  0.000
H (-2.963, -4.718, 0.740)  -0.001
H (1.952, -5.168, 2.276)  0.000
H (0.968, 1.229, 6.119)  0.000
H (2.200, 3.205, 5.284)  0.000
H (1.126, -6.320, 0.244)  0.000
H (2.553, -2.760, 2.155)  0.000
H (-3.241, -3.575, -1.440)  0.002
H (-2.094, -1.449, -1.893)  0.004
H (1.685, 1.831, 1.274)  0.002
H (0.046, -0.425, 4.514)  0.000

Computed properties:
LUMO level (alpha / beta) (eV): 1.869 / 0.611
Gap between HOMO and LUMO (alpha / beta) (eV): 6.30 / 5.66
Energy relative to the best compared isomer or geometry (same formula, charge and spin) (kcal/mol): 25.4
E_HOMO (alpha / beta) (eV): -4.43 / -5.05
Total charge: -1
2S+1: 4



The following is a DFT calculation (ωB97M-V with the def2-TZVPD basis set) of C19H13Cl5N3OPdS as an isolated structure in a non-equilibrium geometry.

Each line ends with the Löwdin spin population.
Cartesian coordinates (Å):
Pd (11.836, 12.571, 7.109)  1.433
Cl (11.242, 7.624, 10.039)  0.100
Cl (12.492, 6.199, 7.477)  0.213
Cl (10.371, 10.689, 9.568)  0.015
Cl (13.640, 11.037, 5.436)  0.099
Cl (14.541, 8.059, 5.760)  0.030
S (7.433, 12.087, 4.929)  0.060
O (13.364, 12.911, 8.602)  0.125
N (9.914, 11.178, 4.341)  0.151
N (9.721, 12.561, 6.168)  0.146
N (12.546, 14.491, 6.657)  0.037
C (11.355, 9.855, 8.442)  0.012
C (12.008, 10.570, 7.467)  0.287
C (13.469, 17.038, 6.105)  0.001
C (13.314, 8.682, 6.805)  0.053
C (12.211, 16.636, 5.690)  0.001
C (14.281, 16.139, 6.858)  0.002
C (13.660, 14.955, 7.256)  0.006
C (6.662, 15.102, 7.467)  0.181
C (7.478, 13.165, 6.228)  0.187
C (9.182, 11.939, 5.137)  0.074
C (12.922, 10.004, 6.663)  0.089
C (12.542, 7.861, 7.641)  0.242
C (8.725, 13.232, 6.869)  0.174
C (11.847, 15.287, 5.854)  0.004
C (11.706, 8.479, 8.614)  0.139
C (7.806, 14.922, 8.304)  0.116
C (14.332, 13.918, 8.117)  0.006
C (6.474, 14.146, 6.476)  -0.016
C (8.887, 14.158, 7.937)  0.012
H (15.187, 13.478, 7.589)  0.000
H (9.434, 10.578, 3.656)  0.002
H (13.885, 18.033, 5.805)  0.000
H (14.809, 14.410, 8.986)  0.003
H (10.949, 14.881, 5.482)  0.000
H (15.265, 16.450, 7.319)  0.000
H (5.931, 15.922, 7.561)  0.007
H (5.526, 14.044, 5.969)  -0.003
H (10.903, 11.092, 4.464)  0.004
H (11.543, 17.346, 5.312)  0.000
H (7.836, 15.393, 9.315)  0.003
H (13.852, 12.147, 8.975)  0.004
H (9.790, 14.177, 8.603)  0.001

Computed properties:
LUMO level (alpha / beta) (eV): -8.972 / -12.663
Gap between HOMO and LUMO (alpha / beta) (eV): 8.27 / 5.17
Energy relative to the best compared isomer or geometry (same formula, charge and spin) (kcal/mol): 0.0
E_HOMO (alpha / beta) (eV): -17.24 / -17.84
Total charge: +3
2S+1: 5



The following is a DFT calculation (ωB97M-V with the def2-TZVPD basis set) of C19H13ClCoF3N4O2SSbSe4 as an isolated structure in a non-equilibrium geometry.

Each line ends with the Löwdin spin population.
Cartesian coordinates (Å):
Sb (3.119, 2.679, -1.600)  0.052
Se (0.336, 1.861, -1.958)  0.030
Se (2.921, 5.097, -2.235)  0.779
Se (5.075, 2.703, 0.024)  0.036
Se (4.337, 1.697, -3.578)  0.067
Co (0.252, 0.382, -0.207)  0.000
Cl (1.502, 1.737, 0.960)  0.008
S (-1.682, 1.351, -2.631)  0.013
F (-2.715, 0.037, -5.056)  0.000
F (-4.114, -1.545, -4.720)  0.000
F (-4.323, 0.291, -3.645)  0.001
O (-2.688, -0.808, 3.854)  0.000
O (-1.290, 1.197, 0.464)  0.000
N (0.098, -0.662, 1.229)  -0.001
N (-0.939, -0.430, 2.013)  0.000
N (-0.906, -0.804, -1.270)  0.003
N (1.735, -0.677, -0.642)  0.001
C (-2.550, -1.160, -2.999)  0.001
C (-5.026, 1.955, 3.705)  0.000
C (3.174, -2.335, 0.362)  0.001
C (1.084, -1.501, 1.439)  0.000
C (2.520, -0.699, -1.712)  0.001
C (-3.420, 2.251, 1.954)  0.000
C (-4.530, 2.697, 2.642)  0.000
C (-3.267, 0.331, 3.422)  0.000
C (2.030, -1.519, 0.402)  0.000
C (-1.700, -0.316, -2.258)  0.004
C (-4.394, 0.787, 4.093)  0.000
C (4.012, -2.275, -0.720)  0.000
C (-3.398, -0.587, -4.083)  0.000
C (-1.629, 0.610, 1.550)  0.000
C (-0.944, -2.132, -1.046)  0.001
C (-1.738, -3.011, -1.747)  0.002
C (-2.779, 1.065, 2.319)  0.000
C (-2.577, -2.527, -2.743)  0.001
C (3.668, -1.452, -1.799)  0.001
H (-1.864, -0.928, 3.312)  0.000
H (3.369, -2.983, 1.202)  0.000
H (1.151, -2.113, 2.328)  0.000
H (-5.012, 3.619, 2.349)  0.000
H (4.288, -1.366, -2.677)  0.001
H (4.916, -2.864, -0.756)  0.000
H (-3.019, 2.808, 1.120)  0.000
H (-3.220, -3.180, -3.309)  0.000
H (-5.905, 2.292, 4.239)  0.000
H (-4.758, 0.202, 4.924)  0.000
H (-0.296, -2.516, -0.274)  0.000
H (2.200, -0.096, -2.554)  0.000
H (-1.716, -4.061, -1.501)  0.000

Computed properties:
LUMO level (alpha / beta) (eV): 3.181 / 3.179
Gap between HOMO and LUMO (alpha / beta) (eV): 3.36 / 3.34
Energy relative to the best compared isomer or geometry (same formula, charge and spin) (kcal/mol): 71.8
E_HOMO (alpha / beta) (eV): -0.17 / -0.16
Total charge: -2
2S+1: 2



The following is a DFT calculation (ωB97M-V with the def2-TZVPD basis set) of C19H13F3N4NiO5S as an isolated structure.

Each line ends with the Löwdin spin population.
Cartesian coordinates (Å):
Ni (-0.109, -0.279, 0.136)  1.504
S (1.215, -0.455, 3.310)  0.000
F (1.953, -2.601, 1.938)  0.000
F (0.496, -3.009, 3.484)  0.000
F (2.557, -2.629, 4.013)  0.000
O (1.447, 3.584, 0.062)  0.001
O (0.075, -0.281, 2.422)  0.007
O (0.910, -0.293, 4.713)  0.001
O (-1.425, 3.685, 0.324)  0.001
O (2.449, 0.142, 2.853)  0.000
N (-2.182, 0.239, 0.112)  0.032
N (1.911, 0.111, -0.342)  0.035
N (-0.323, -1.936, -0.679)  0.319
N (-0.056, 1.793, 0.137)  0.031
C (-2.420, 1.544, 0.212)  0.000
C (2.829, -0.826, -0.549)  -0.001
C (1.159, 2.396, 0.046)  0.002
C (-0.255, -4.116, -1.728)  0.013
C (1.565, -2.264, 3.170)  0.000
C (-1.217, 2.481, 0.242)  0.003
C (-3.716, 2.046, 0.232)  0.002
C (-4.504, -0.206, 0.011)  0.001
C (-0.083, -2.119, -3.091)  0.010
C (-4.768, 1.153, 0.136)  -0.004
C (-0.184, -4.879, -2.871)  -0.001
C (-0.017, -2.914, -4.213)  0.000
C (-0.069, -4.312, -4.148)  -0.008
C (3.605, 1.761, -0.121)  0.002
C (2.272, 1.375, -0.138)  0.001
C (4.181, -0.525, -0.547)  0.001
C (4.568, 0.789, -0.319)  -0.003
C (-0.228, -2.663, -1.750)  0.051
C (-3.184, -0.626, 0.002)  -0.002
H (-0.216, -5.963, -2.771)  0.001
H (-3.857, 3.115, 0.314)  0.001
H (3.846, 2.799, 0.054)  0.001
H (-5.305, -0.928, -0.080)  0.000
H (-0.014, -4.927, -5.039)  -0.001
H (-0.339, -4.591, -0.756)  0.002
H (0.084, -2.429, -5.183)  0.001
H (2.436, -1.824, -0.710)  0.000
H (-5.791, 1.511, 0.150)  0.000
H (-2.872, -1.660, -0.107)  0.000
H (-0.039, -1.037, -3.177)  -0.003
H (4.910, -1.308, -0.707)  0.000
H (5.620, 1.050, -0.293)  0.000

Computed properties:
LUMO level (alpha / beta) (eV): 4.760 / 4.759
Gap between HOMO and LUMO (alpha / beta) (eV): 4.81 / 4.60
Energy relative to the best compared isomer or geometry (same formula, charge and spin) (kcal/mol): 1.8
E_HOMO (alpha / beta) (eV): -0.05 / 0.16
Total charge: -2
2S+1: 3



The following is a DFT calculation (ωB97M-V with the def2-TZVPD basis set) of C19H13F5NO3STa as an isolated structure.

Each line ends with the natural charge from an NBO analysis.
Cartesian coordinates (Å):
Ta (-0.161, 0.350, -0.379)  2.423
S (-1.364, 0.081, 3.802)  0.623
F (1.983, 6.119, -0.349)  -0.228
F (2.758, 1.510, -0.579)  -0.291
F (3.723, 4.070, -0.515)  -0.247
F (-1.623, 3.145, -0.285)  -0.278
F (-0.676, 5.706, -0.232)  -0.244
O (-1.204, 0.097, -2.036)  -0.661
O (0.649, -1.015, -1.977)  -0.602
O (-1.380, -2.221, -0.711)  -0.744
N (1.216, -0.665, 0.841)  -0.624
C (1.527, 4.896, -0.362)  0.389
C (1.591, -1.065, 3.160)  -0.213
C (-0.573, -1.036, -2.258)  0.797
C (-0.309, 3.387, -0.323)  0.402
C (0.147, 4.682, -0.303)  0.272
C (2.411, -1.222, 0.540)  0.122
C (-2.783, -2.201, -2.740)  -0.646
C (-1.385, -2.323, -2.176)  0.188
C (1.925, 2.558, -0.472)  0.384
C (-2.669, 0.772, 1.707)  -0.203
C (2.430, 3.834, -0.450)  0.274
C (-0.563, -0.050, 2.312)  -0.250
C (2.824, -1.616, 2.849)  -0.048
C (-0.627, -3.539, -2.649)  -0.640
C (3.237, -1.705, 1.521)  -0.229
C (-1.384, 0.365, 1.246)  -0.553
C (0.784, -0.597, 2.141)  0.226
C (-2.785, 0.672, 3.057)  -0.350
C (0.555, 2.287, -0.397)  -0.644
H (2.675, -1.256, -0.508)  0.251
H (-2.750, -2.148, -3.828)  0.255
H (1.250, -1.007, 4.185)  0.261
H (3.461, -1.987, 3.642)  0.264
H (-0.539, -3.532, -3.736)  0.251
H (-3.457, 1.141, 1.067)  0.264
H (-1.175, -4.437, -2.365)  0.246
H (4.188, -2.143, 1.255)  0.272
H (-2.007, -2.841, -0.316)  0.524
H (-3.357, -3.089, -2.472)  0.246
H (0.369, -3.579, -2.213)  0.238
H (-3.640, 0.924, 3.666)  0.284
H (-3.293, -1.319, -2.359)  0.239

Computed properties:
LUMO level (eV): -8.553
Gap between HOMO and LUMO (eV): 7.02
Energy relative to the best compared isomer or geometry (same formula, charge and spin) (kcal/mol): 0.0
E_HOMO (eV): -15.57
Total charge: +2
2S+1: 1



The following is a DFT calculation (ωB97M-V with the def2-TZVPD basis set) of one molecule with the formula C19H13FN2O3S3 in a non-equilibrium geometry.

Each line ends with the natural charge from an NBO analysis.
Cartesian coordinates (Å):
S (1.551, 2.415, -0.136)  0.286
S (4.390, 1.876, -1.002)  0.375
S (-3.185, -2.088, -0.030)  2.324
F (-5.324, 3.126, -1.619)  -0.315
O (-3.584, -2.411, 1.303)  -0.926
O (-3.365, -3.050, -1.072)  -0.933
O (0.368, 2.734, 2.632)  -0.660
N (2.845, 0.079, 0.080)  -0.487
N (-1.543, -1.727, -0.052)  -0.841
C (-3.925, -0.185, -1.847)  -0.174
C (0.353, 1.346, 0.661)  -0.151
C (-4.861, 1.921, -1.251)  0.416
C (-4.409, 1.053, -2.234)  -0.269
C (-0.140, 0.245, -0.017)  -0.226
C (5.572, -2.366, -0.188)  -0.209
C (-4.856, 1.588, 0.094)  -0.278
C (-1.049, -0.600, 0.605)  0.105
C (6.274, -0.228, -1.066)  -0.204
C (6.539, -1.552, -0.774)  -0.212
C (-4.373, 0.345, 0.465)  -0.161
C (-0.073, 1.656, 1.951)  0.281
C (4.320, -1.878, 0.121)  -0.224
C (4.033, -0.548, -0.164)  0.181
C (-3.913, -0.522, -0.507)  -0.354
C (5.021, 0.269, -0.759)  -0.244
C (-0.996, 0.804, 2.558)  -0.248
C (-1.470, -0.311, 1.902)  -0.215
C (2.875, 1.302, -0.287)  -0.088
H (-4.442, 1.351, -3.269)  0.236
H (-5.224, 2.292, 0.822)  0.239
H (7.511, -1.961, -1.005)  0.218
H (-1.313, 1.036, 3.561)  0.230
H (-2.164, -0.980, 2.383)  0.248
H (-1.137, -1.910, -0.957)  0.414
H (7.020, 0.406, -1.520)  0.220
H (1.033, 3.203, 2.104)  0.488
H (-4.362, 0.032, 1.496)  0.246
H (-3.574, -0.902, -2.571)  0.242
H (0.207, 0.034, -1.017)  0.223
H (3.562, -2.495, 0.576)  0.228
H (5.809, -3.397, 0.029)  0.218

Computed properties:
LUMO level (eV): 0.376
Gap between HOMO and LUMO (eV): 8.79
E_HOMO (eV): -8.42
SMILES: O=S(=O)(Nc1ccc(O)c(Sc2nc3ccccc3s2)c1)c1ccc(F)cc1
2S+1: 1



- The highest 2S+1 belongs to which entry?
  C19H13Cl5N3OPdS



- The highest 2S+1 belongs to which entry?
  C19H13Cl5N3OPdS



- Number 6 is which compound?
  C19H13FN2O3S3